{
  "formula": "CHN3O3",
  "method": "ωB97M-V/def2-TZVPD",
  "elements": ["N", "C", "N", "O", "N", "O", "O", "H"],
  "coordinates": [[-1.932, 0.665, -1.816], [-1.208, 0.544, -0.948], [-0.191, 0.178, 0.015], [-0.424, 0.786, 1.260], [0.905, -0.649, -0.148], [1.276, -0.898, -1.249], [1.359, -1.072, 0.905], [0.214, 0.448, 1.981]],
  "forces_ev_per_angstrom": [[-1.2, 0.4, -1.1], [4.5, -1.9, 3.1], [-2.8, 1.8, -0.8], [0.8, -0.4, 1.0], [-0.1, -0.6, 0.9], [-0.2, 0.0, -0.9], [-0.1, 0.6, -0.2], [-1.0, 0.0, -2.1]],
  "lowdin_charge": [0.189, -0.140, -0.055, 0.020, -0.399, 0.140, 0.085, 0.159],
  "gap_ev": 10.43,
  "smiles": "N#CN(O)[N+](=O)[O-]",
  "multiplicity": 1
}